A structure of composition C13H24B2Be2F2MgNO14. Source: the OMol25 dataset; level of theory: wB97M-V/def2-TZVPD.

The geometry in XYZ format:
```
59
Properties=species:S:1:pos:R:3:lowdin_charge:R:1
C 2.19 -2.55 1.07 -0.104
C 1.17 -1.83 0.21 -0.306
O 0.05 -2.66 0.13 -0.132
C -0.99 -2.08 -0.64 -0.214
C -1.62 -0.85 0.04 -0.131
B -3.14 -0.79 -0.25 -0.066
C -4.22 -1.07 0.85 -0.114
O -5.47 -1.53 0.30 -0.091
C -5.79 -2.82 0.52 -0.583
C -7.19 -3.10 0.09 -0.030
O -5.04 -3.65 0.97 0.115
H 2.82 -1.81 1.59 -0.178
H 2.81 -3.23 0.50 0.087
H 1.68 -3.10 1.85 0.089
H 1.60 -1.62 -0.77 0.130
H 0.94 -0.87 0.69 0.093
H -1.75 -2.85 -0.74 0.123
H -0.65 -1.84 -1.64 0.128
H -1.38 -0.89 1.10 0.108
H -1.13 0.04 -0.36 0.104
H -3.50 -0.48 -1.34 0.099
H -4.42 -0.08 1.27 0.120
H -3.85 -1.68 1.67 0.120
H -7.51 -4.03 0.55 0.102
H -7.87 -2.29 0.38 -0.034
H -7.23 -3.22 -0.98 0.088
Mg 3.78 -0.16 2.05 0.689
C 7.33 -1.51 -0.24 -0.919
O 8.23 -2.08 -0.83 0.165
O 7.47 -0.46 0.46 0.136
O 6.11 -1.88 -0.24 0.120
Be -7.61 -0.93 1.78 0.680
O 10.03 1.45 0.02 -0.116
H 9.18 1.01 -0.16 -0.086
B -6.52 4.04 -1.37 -1.018
O -7.67 3.01 -1.47 0.321
C -7.60 2.26 -0.48 -0.363
O -8.39 1.30 -0.22 -0.062
C -6.42 2.64 0.43 -0.440
O -6.17 2.06 1.45 0.078
O -5.82 3.65 -0.09 0.282
F -7.05 5.29 -1.28 0.200
F -5.69 3.90 -2.43 0.229
O -8.86 -1.89 -1.83 -0.406
H -8.43 -1.04 -1.65 -0.137
Be -9.09 1.68 1.22 0.626
C 6.85 2.54 0.40 -0.299
O 7.08 2.14 -0.83 -0.012
H 7.39 1.96 1.20 0.121
H 7.13 3.58 0.64 0.087
H 5.79 2.47 0.77 0.073
C 12.93 0.09 -0.33 -0.081
C 14.26 0.51 -0.73 -0.293
N 15.31 0.85 -1.04 0.106
H 12.22 0.91 -0.36 0.045
H 12.55 -0.69 -1.00 0.084
H 12.93 -0.32 0.68 0.082
O -5.08 7.12 -0.64 -0.307
H -6.00 6.93 -0.88 -0.111
```

Output
* energy: -2096.27688 a.u.
* total charge: -1
* lowest unoccupied orbital energy: -3.49 eV
* HOMO: -0.16546 Eh

***

A structure of composition C65H133F6HgN8O11S2. Source: the OMol25 dataset; level of theory: wB97M-V/def2-TZVPD.

The geometry in XYZ format:
```
226
Properties=species:S:1:pos:R:3:lowdin_charge:R:1
Hg 2.22 1.04 -1.01 1.326
C -0.31 0.39 2.19 -0.530
F -0.31 -0.44 3.26 0.136
F -1.57 0.83 1.98 0.139
F 0.48 1.45 2.52 0.101
S 0.32 -0.65 0.64 0.730
O 1.79 -0.68 0.77 -0.378
O -0.38 -1.89 0.61 -0.243
N 0.16 0.46 -0.77 -0.399
S -1.21 -0.14 -1.34 0.613
O -0.85 -1.25 -2.25 -0.309
O -2.32 -0.29 -0.42 -0.251
C -1.77 1.18 -2.62 -0.709
F -2.55 0.59 -3.46 0.213
F -2.33 2.14 -2.00 0.208
F -0.67 1.68 -3.28 0.084
C -2.73 -1.29 -8.18 -0.026
C -1.78 -0.02 -8.12 -0.499
C -0.37 -0.59 -8.21 -0.149
C -0.07 -1.07 -9.64 -0.184
C -0.01 0.14 -10.55 -0.121
C -1.44 0.89 -10.57 -0.449
N -2.04 0.84 -9.23 -0.132
O -3.24 1.60 -9.23 0.006
C -1.08 2.40 -10.90 -0.039
C -2.30 0.25 -11.68 -0.026
C -2.12 0.80 -6.83 -0.020
H -3.11 -1.71 -9.12 0.071
H -3.67 -0.95 -7.74 0.066
H -2.36 -2.14 -7.60 0.075
H 0.35 0.19 -7.97 0.111
H -0.21 -1.48 -7.60 0.113
H -0.68 -1.92 -9.93 0.118
H 0.95 -1.46 -9.56 0.105
H 0.14 -0.15 -11.59 0.103
H 0.81 0.80 -10.27 0.111
H -0.58 2.55 -11.85 0.078
H -1.95 3.02 -11.12 0.069
H -0.51 2.85 -10.09 0.079
H -1.64 -0.02 -12.50 0.077
H -2.84 -0.63 -11.33 0.075
H -3.06 0.93 -12.07 0.079
H -1.78 0.18 -6.00 0.061
H -3.19 0.79 -6.63 0.078
H -1.52 1.71 -6.80 0.089
H -3.94 1.08 -9.64 0.095
C 4.09 -2.98 -3.20 0.017
C 4.34 -1.55 -2.53 -0.435
C 5.84 -1.18 -2.88 -0.104
C 5.86 -0.37 -4.24 -0.143
C 4.88 0.82 -4.33 -0.147
C 3.48 0.44 -3.95 -0.462
N 3.41 -0.45 -2.73 -0.113
O 2.15 -0.91 -2.49 -0.099
C 2.62 1.76 -3.78 -0.042
C 2.90 -0.23 -5.20 -0.016
C 4.43 -1.82 -0.96 -0.033
H 4.80 -3.69 -2.77 0.096
H 4.23 -2.84 -4.27 0.083
H 3.14 -3.44 -2.92 0.083
H 6.41 -0.75 -2.06 0.116
H 6.45 -2.06 -3.05 0.119
H 5.71 -0.98 -5.13 0.105
H 6.89 -0.01 -4.21 0.115
H 5.09 1.39 -5.24 0.140
H 5.17 1.57 -3.59 0.120
H 2.91 2.39 -2.94 0.058
H 2.84 2.35 -4.67 0.105
H 1.53 1.73 -3.87 0.068
H 2.02 -0.84 -5.03 0.091
H 2.68 0.46 -6.02 0.100
H 3.64 -0.82 -5.75 0.086
H 5.24 -2.48 -0.66 0.096
H 3.58 -2.38 -0.57 0.077
H 4.45 -0.85 -0.45 0.063
H 1.96 -1.58 -3.15 0.105
C -7.51 -3.74 4.80 -0.029
C -6.22 -4.56 4.38 -0.512
C -6.57 -5.35 3.17 -0.148
C -6.47 -4.46 1.88 -0.146
C -5.07 -3.77 1.82 -0.100
C -4.60 -3.01 3.12 -0.444
N -4.97 -3.83 4.30 -0.156
O -4.71 -3.22 5.50 0.000
C -3.11 -2.83 3.26 -0.024
C -5.32 -1.61 3.18 -0.005
C -6.05 -5.63 5.51 -0.038
H -8.36 -4.35 5.09 0.079
H -7.89 -3.07 4.03 0.061
H -7.27 -3.09 5.64 0.078
H -5.82 -6.10 2.96 0.120
H -7.63 -5.60 3.22 0.126
H -7.34 -3.81 1.76 0.104
H -6.49 -5.20 1.07 0.099
H -5.13 -3.00 1.05 0.106
H -4.29 -4.49 1.58 0.085
H -2.67 -3.07 2.29 0.054
H -2.82 -1.81 3.52 0.073
H -2.65 -3.53 3.96 0.092
H -4.68 -0.92 3.73 0.068
H -5.46 -1.18 2.19 0.073
H -6.34 -1.60 3.59 0.068
H -5.27 -6.34 5.24 0.079
H -6.94 -6.17 5.82 0.083
H -5.72 -5.15 6.44 0.073
H -3.78 -3.46 5.49 0.095
C -3.01 9.22 -2.68 -0.027
C -2.71 7.77 -2.11 -0.497
C -2.04 7.01 -3.29 -0.132
C -1.51 5.66 -2.84 -0.172
C -0.65 5.88 -1.57 -0.139
C -1.23 6.57 -0.36 -0.510
N -1.80 7.82 -0.91 -0.060
O -2.28 8.79 0.10 -0.007
C -2.23 5.74 0.45 -0.034
C -0.14 6.92 0.74 -0.032
C -4.02 7.18 -1.79 -0.060
H -3.35 9.38 -3.71 0.081
H -3.68 9.80 -2.04 0.080
H -1.99 9.60 -2.81 0.082
H -2.92 6.86 -3.91 0.117
H -1.32 7.55 -3.89 0.126
H -2.18 4.82 -2.66 0.094
H -0.90 5.27 -3.65 0.104
H 0.24 6.47 -1.79 0.121
H -0.25 4.90 -1.30 0.105
H -2.90 6.37 1.03 0.090
H -1.64 5.01 1.01 0.078
H -2.78 5.11 -0.25 0.062
H -0.59 7.39 1.62 0.082
H 0.63 7.59 0.36 0.079
H 0.54 6.11 1.00 0.061
H -4.53 7.62 -0.93 0.089
H -4.72 7.24 -2.62 0.100
H -3.96 6.12 -1.52 0.070
H -3.15 8.41 0.29 0.057
C -0.97 -4.97 -3.91 -0.051
C -1.66 -5.20 -2.55 -0.365
C -2.36 -6.63 -2.67 -0.135
C -2.90 -7.06 -1.32 -0.196
C -1.77 -7.21 -0.28 -0.129
C -0.91 -5.95 -0.03 -0.470
N -0.64 -5.35 -1.37 -0.117
O 0.17 -4.23 -1.27 -0.042
C -1.51 -5.00 1.07 -0.022
C 0.49 -6.47 0.40 -0.040
C -2.71 -3.96 -2.24 -0.003
H -1.71 -5.06 -4.71 0.084
H -0.12 -5.62 -4.11 0.081
H -0.50 -3.99 -3.83 0.058
H -3.04 -6.69 -3.51 0.114
H -1.60 -7.36 -2.94 0.116
H -3.56 -7.91 -1.47 0.111
H -3.64 -6.39 -0.87 0.095
H -1.24 -8.14 -0.51 0.117
H -2.32 -7.39 0.64 0.109
H -2.00 -5.53 1.90 0.086
H -0.67 -4.39 1.40 0.073
H -2.38 -4.57 0.58 0.054
H 0.31 -7.16 1.23 0.084
H 0.96 -7.15 -0.31 0.083
H 1.09 -5.58 0.59 0.071
H -2.40 -2.95 -1.98 0.033
H -3.32 -4.20 -1.37 0.049
H -3.37 -3.70 -3.06 0.076
H -0.46 -3.57 -0.96 0.038
C 6.25 -1.54 5.61 -0.020
C 4.85 -2.08 5.10 -0.432
C 4.72 -3.64 5.42 -0.134
C 3.89 -4.09 6.64 -0.194
C 2.59 -3.26 6.70 -0.110
C 2.74 -1.66 6.72 -0.446
N 3.66 -1.31 5.60 -0.083
O 3.95 0.12 5.52 -0.048
C 1.40 -1.01 6.37 -0.047
C 3.26 -1.10 8.11 -0.003
C 4.87 -2.02 3.56 -0.056
H 6.93 -2.18 5.05 0.081
H 6.40 -1.83 6.65 0.079
H 6.44 -0.47 5.52 0.076
H 4.27 -4.36 4.72 0.111
H 5.65 -4.13 5.71 0.109
H 4.52 -3.83 7.49 0.097
H 3.69 -5.17 6.63 0.116
H 2.03 -3.58 7.57 0.114
H 2.00 -3.55 5.83 0.108
H 1.53 -0.01 5.96 0.069
H 0.87 -1.44 5.52 0.066
H 0.73 -0.89 7.22 0.085
H 3.65 -0.10 7.95 0.060
H 2.44 -0.96 8.82 0.079
H 4.03 -1.77 8.50 0.073
H 5.48 -2.85 3.19 0.079
H 5.04 -1.04 3.13 0.077
H 3.85 -2.28 3.26 0.074
H 4.66 0.17 6.16 0.056
C 1.75 3.42 3.81 -0.044
C 2.36 4.53 4.77 -0.440
C 1.13 5.06 5.58 -0.135
C 1.54 5.99 6.79 -0.165
C 2.58 5.25 7.63 -0.139
C 3.82 4.72 6.97 -0.507
N 3.36 4.00 5.75 -0.104
O 4.36 3.30 5.11 -0.022
C 4.93 5.66 6.85 -0.059
C 4.43 3.63 7.92 -0.031
C 2.86 5.74 3.91 -0.017
H 2.54 2.87 3.29 0.067
H 1.00 3.76 3.09 0.068
H 1.22 2.58 4.25 0.062
H 0.59 5.72 4.89 0.105
H 0.43 4.32 5.97 0.112
H 0.69 6.47 7.26 0.110
H 1.88 6.91 6.32 0.093
H 2.02 4.51 8.21 0.121
H 2.80 5.99 8.40 0.121
H 5.90 5.31 6.50 0.093
H 4.88 6.52 6.18 0.083
H 5.08 6.03 7.86 0.091
H 4.93 4.08 8.78 0.088
H 3.71 2.83 8.11 0.078
H 5.21 3.05 7.42 0.069
H 3.81 5.36 3.54 0.080
H 3.06 6.63 4.51 0.073
H 2.09 5.79 3.14 0.063
H 4.09 2.38 5.24 0.069
```

Output
* energy: -5370.12221 a.u.
* total charge: +1
* energy above the lowest of the compared OMol25 structures with the same formula, charge and spin: 74.2 kcal/mol
* lowest unoccupied orbital energy: -6.74 eV
* HOMO: -0.34099 Eh

***

A cluster of 2 separate species, CHCl2NO2 in total. Source: the OMol25 dataset; level of theory: wB97M-V/def2-TZVPD.

The geometry in XYZ format:
```
7
Properties=species:S:1:pos:R:3:lowdin_charge:R:1
C 0.13 -0.36 -0.65 -0.556
N 0.72 0.58 0.23 -0.477
O 0.53 1.80 0.09 0.043
O 1.39 0.21 1.17 0.038
Cl -2.46 -0.16 1.05 0.064
Cl 0.24 -1.97 -0.39 0.790
H -0.54 -0.11 -1.50 0.098
```

Output
* energy: -1164.09550 a.u.
* energy above the lowest of the compared OMol25 structures with the same formula, charge and spin: 120.6 kcal/mol
* lowest unoccupied orbital energy (alpha / beta): -2.73 / -4.22 eV
* HOMO (alpha / beta): -0.41051 / -0.37503 Eh